(1)
The following is a quantum chemistry calculation of C24H33ClI2LaP3 as an isolated structure in a non-equilibrium geometry, from the OMol25 dataset.

Values from the calculation:
charge: +2
energy above the lowest of the compared OMol25 structures with the same formula, charge and spin: 0.0 kcal per mole
HOMO level: -0.5096 Ha
HOMO-LUMO gap: 0.2390 hartree
LUMO: -7.36 eV
DFT total energy: -82861.57126 eV

Geometry (Å):
I: 0.15434 1.83238 -6.75690
I: -0.42529 3.62169 -4.81837
La: -0.11232 0.47355 -2.41773
P: -2.74509 -0.24198 -2.19925
C: -3.56451 0.91839 -1.08572
C: -3.21805 0.17880 -3.94553
H: -4.33382 0.02264 -3.98186
H: -4.35532 -2.00180 -1.93908
H: -2.65630 -0.50667 -4.63590
H: -2.67061 -2.64788 -2.46583
H: -3.22510 1.97094 -1.28494
H: -2.88906 1.22861 -4.19364
C: -3.24031 -1.95355 -1.79187
H: -4.68566 0.81177 -1.20539
H: -2.91824 -2.16899 -0.73731
H: -3.26354 0.72843 -0.02234
P: 2.51829 -0.19876 -2.18160
C: 3.30453 0.97484 -1.04561
C: 3.05705 -1.90908 -1.79884
H: 2.43768 -0.47124 -4.62546
H: 4.11142 0.07114 -3.96945
H: 2.65336 1.25467 -4.19220
C: 2.99213 0.21294 -3.92553
H: 2.49187 -2.60616 -2.46942
H: 4.16899 -1.94290 -1.95342
H: 4.41979 0.85524 -1.18171
H: 3.00721 0.79766 0.02574
H: 2.74256 -2.15934 -0.75187
H: 2.96761 2.02145 -1.27510
Cl: -0.09802 -1.77710 -3.73325
C: 3.21802 2.50679 3.65820
C: 3.25408 1.11113 3.66888
C: 2.39177 0.38221 2.84140
C: 1.46179 1.07448 2.02968
C: 1.45606 2.49494 2.00456
C: 2.32936 3.20804 2.82819
P: 0.23778 0.23333 0.96187
C: 0.31068 -1.56684 1.30179
C: 0.33807 -2.50378 0.21272
C: 0.50623 -3.86844 0.47254
C: 0.62154 -4.34352 1.78893
C: 0.56962 -3.44604 2.84798
C: 0.41693 -2.07103 2.62556
C: -1.32382 0.88748 1.67162
C: -2.12709 0.08360 2.50292
C: -3.27991 0.62422 3.08431
C: -3.66374 1.94118 2.81748
C: -2.89383 2.74469 1.96054
C: -1.74111 2.21585 1.38434
H: 3.89833 3.07218 4.29716
H: 3.94148 0.55654 4.31949
H: 2.36932 -0.70434 2.83383
H: 0.73277 2.98343 1.35810
H: 2.28852 4.30070 2.80312
H: 0.26987 -2.20077 -0.83526
H: 0.54674 -4.53898 -0.37701
H: 0.74231 -5.41559 1.94954
H: 0.65168 -3.81467 3.88916
H: 0.40467 -1.38827 3.45454
H: -1.79040 -0.92496 2.70710
H: -3.87116 0.00765 3.77533
H: -4.56502 2.37248 3.27827
H: -3.18075 3.78048 1.73881
H: -1.14640 2.81615 0.70365

Forces on the atoms, in the same order (eV/Å):
-0.112 0.231 0.416
0.137 -0.576 -0.047
0.099 1.727 -0.544
-0.207 -0.894 0.333
-1.078 0.432 0.496
-0.040 -0.292 0.243
1.126 0.440 -0.519
1.091 -0.488 0.322
-0.783 0.447 0.606
-0.752 0.621 0.508
-0.544 -0.858 -0.060
-0.703 -0.859 0.283
-0.372 0.041 -0.182
1.157 0.467 0.288
-0.549 0.243 -0.905
-0.411 -0.132 -0.973
0.234 -1.137 0.390
0.985 0.336 0.299
0.313 0.101 -0.077
0.783 0.400 0.719
-1.181 0.426 -0.491
0.720 -0.794 0.318
0.157 -0.140 0.087
0.718 0.608 0.382
-1.021 -0.451 0.278
-1.046 0.570 0.412
0.407 -0.106 -1.109
0.596 0.337 -0.852
0.538 -0.818 0.025
0.003 0.047 -0.058
0.035 0.194 -0.032
-0.107 -0.201 -0.192
-0.686 0.747 -0.410
0.733 0.285 0.296
0.300 -1.044 0.365
-0.252 -0.383 -0.293
-0.402 -0.017 -0.543
0.135 -0.831 -0.113
0.132 0.377 1.351
-0.147 0.516 0.231
-0.087 0.180 -0.676
-0.041 0.122 0.722
0.006 -0.516 -1.308
-0.795 0.100 0.160
0.293 0.886 -0.246
-0.126 -0.133 0.102
-0.018 0.276 -0.039
0.089 -0.232 0.014
0.122 -0.875 0.290
-0.210 -0.210 -0.148
-0.247 0.425 -0.271
0.339 0.282 0.115
0.318 0.226 0.217
0.191 -0.419 0.164
-0.034 0.142 0.258
-0.010 -0.137 0.138
-0.004 0.352 0.093
-0.055 0.271 -0.792
-0.070 0.110 0.265
-0.342 0.017 0.120
0.239 0.330 -0.406
0.500 -0.356 -0.210
0.052 -0.523 0.159
-0.116 0.111 0.032

In the Mulliken picture, each atom carries the following charge in e: 0.12, 0.02, 1.26, 0.27, -0.71, -0.95, 0.40, 0.45, 0.38, 0.32, 0.27, 0.32, -1.01, 0.48, 0.27, 0.07, 0.35, -0.84, -0.93, 0.36, 0.40, 0.34, -0.92, 0.30, 0.48, 0.46, 0.14, 0.24, 0.29, -0.54, -0.51, -0.75, -0.16, 0.28, -0.52, -0.82, 0.41, 1.11, -0.94, -0.91, -0.67, -0.79, -0.08, 1.06, -0.56, -0.68, -0.58, -0.86, -0.65, 0.39, 0.42, 0.64, 0.17, 0.43, 0.40, 0.48, 0.44, 0.40, 0.75, 0.39, 0.43, 0.40, 0.41, 0.43

(2)
The following is a quantum chemistry calculation of C24H33ClI2OP3Tb as an isolated structure in a non-equilibrium geometry, from the OMol25 dataset.

Values from the calculation:
charge: +2
multiplicity: 7
energy above the lowest of the compared OMol25 structures with the same formula, charge and spin: 106.3 kcal per mole
HOMO level (alpha / beta): -0.4809 / -0.4629 Ha
expectation value of S²: 13.023
HOMO-LUMO gap (alpha / beta): 0.1751 / 0.1578 hartree
LUMO (alpha / beta): -8.32 / -8.30 eV
DFT total energy: -106475.74692 eV

Geometry (Å):
I: -1.35453 1.85238 2.45566
I: -0.91218 -1.89915 0.28476
Tb: 0.47630 0.57128 -1.91991
P: -2.66562 -0.01371 -0.21691
C: -3.70937 0.05279 1.25141
C: -3.48691 1.34711 -1.14761
H: -4.57120 1.13342 -1.29486
H: -4.65512 -1.22009 -1.14202
H: -3.00491 1.48719 -2.13885
H: -3.11958 -1.65118 -2.01108
H: -3.51252 0.98291 1.82123
H: -3.36516 2.27043 -0.55063
C: -3.56034 -1.42857 -1.01785
H: -4.80304 0.01359 1.03684
H: -3.41805 -2.32524 -0.38018
H: -3.49284 -0.77262 1.95200
P: 2.91353 0.03783 -0.21716
C: 3.82276 0.13124 1.28575
C: 3.67091 -1.40939 -1.04829
H: 3.08714 1.54745 -2.18505
H: 4.68110 1.23097 -1.37226
H: 3.47926 2.34521 -0.60508
C: 3.59942 1.41749 -1.20178
H: 3.18839 -1.63167 -2.02946
H: 4.76642 -1.22886 -1.20824
H: 4.91557 0.17141 1.11605
H: 3.62090 -0.72828 1.94447
H: 3.53569 -2.29202 -0.38211
H: 3.53922 1.03193 1.85934
Cl: 0.00729 0.42408 -4.17023
O: 0.53404 -0.82213 2.26319
P: 0.08052 -0.63719 3.71441
C: -1.50021 -1.18622 4.22111
C: -2.28397 -0.71776 5.30086
C: -3.48610 -1.35012 5.63621
C: -3.86206 -2.51062 4.90784
C: -2.98329 -3.03196 3.91948
C: -1.75143 -2.46757 3.70443
C: 1.44306 -1.36329 4.32547
C: 1.88483 -1.07295 5.60253
C: 3.10571 -1.74248 6.01342
C: 3.63911 -2.70574 5.12938
C: 3.11199 -2.98039 3.86806
C: 2.02160 -2.27306 3.41017
C: 0.04008 0.98692 4.48714
C: 1.23093 1.64027 4.81682
C: 1.11344 2.88961 5.36813
C: -0.04049 3.63010 5.43703
C: -1.23052 3.02637 5.03875
C: -1.22301 1.70498 4.58763
H: -2.01684 0.16139 5.89267
H: -4.09662 -0.96643 6.47732
H: -4.65279 -3.10933 5.31879
H: -3.23919 -3.95953 3.41243
H: -1.01190 -2.86435 3.05030
H: 1.41080 -0.31381 6.22842
H: 3.52684 -1.49512 6.99777
H: 4.45803 -3.33460 5.56456
H: 3.55070 -3.75165 3.22485
H: 1.62922 -2.28845 2.41415
H: 2.19252 1.23972 4.43828
H: 2.02679 3.27522 5.85989
H: -0.13984 4.48851 6.11718
H: -2.16641 3.57397 5.01005
H: -2.14298 1.31877 4.13193

Forces on the atoms, in the same order (eV/Å):
1.299 1.752 -3.740
1.012 -0.772 -1.134
0.310 -0.215 3.241
-2.486 -0.874 -0.821
-0.776 0.306 1.682
0.243 0.841 -0.548
0.804 0.057 0.174
0.942 0.036 0.096
-0.381 0.014 0.522
-0.256 0.091 0.525
-0.756 -0.775 -0.589
-0.123 -0.242 -0.422
-0.578 -0.376 -0.536
0.843 -0.006 -0.289
-0.369 0.637 -0.555
0.059 0.195 -0.325
-0.850 -0.440 -1.333
1.017 0.318 1.720
0.423 -0.395 -0.109
0.495 -0.039 0.492
-0.610 0.345 -0.132
0.099 -0.354 -0.476
0.512 0.371 0.051
0.374 0.145 0.669
-0.902 -0.262 0.092
-0.448 -0.006 -0.019
-0.048 0.224 -0.343
0.114 0.501 -0.550
0.086 -0.297 -0.276
-0.622 -0.141 -2.763
-2.633 3.068 1.168
0.105 0.564 -3.210
-0.162 -1.489 1.290
-0.680 0.150 -0.112
0.078 -0.740 -0.503
1.733 0.685 0.503
-0.965 -0.742 1.024
-1.099 1.564 -0.284
1.530 -1.481 2.258
2.881 -1.679 0.488
-1.760 0.586 -0.946
0.666 -0.293 2.095
0.160 -0.296 -0.366
1.149 -0.097 1.918
0.557 1.108 -0.383
-0.884 -0.757 -1.777
2.296 0.842 1.346
-2.235 -0.373 1.797
0.480 1.550 0.114
1.060 0.199 -0.384
-0.039 -0.632 -0.187
0.476 -0.429 -0.658
-0.649 -0.039 -0.507
0.003 0.071 0.230
0.147 -0.624 -0.514
0.134 -0.596 -0.045
-0.003 -0.446 -0.601
-0.597 0.721 -0.835
0.009 0.317 0.398
0.177 -0.703 0.018
-0.662 0.091 1.001
-0.519 0.187 -0.640
0.450 0.081 -0.984
0.040 0.017 0.221
-0.673 -1.020 2.764

In the Mulliken picture, each atom carries the following charge in e: 0.37, -0.12, 0.80, 0.59, -1.02, -1.00, 0.37, 0.39, 0.38, 0.38, 0.27, 0.30, -1.37, 0.48, 0.51, 0.09, 0.66, -0.91, -1.18, 0.43, 0.35, 0.38, -1.26, 0.35, 0.39, 0.47, 0.08, 0.34, 0.25, -0.45, -0.15, 0.60, 1.68, -0.53, -0.81, -0.65, -0.92, -0.81, 0.87, -0.24, -0.92, -0.54, -0.59, -1.30, -0.04, -0.87, -0.48, -0.84, -0.35, 0.58, 0.55, 0.42, 0.44, 0.46, 0.63, 0.60, 0.44, 0.36, 0.42, 0.61, 0.59, 0.43, 0.43, 0.50, 0.10

(3)
The following is a quantum chemistry calculation of C24H33ClN7O4PRe as an isolated structure in a non-equilibrium geometry, from the OMol25 dataset.

Values from the calculation:
charge: +2
multiplicity: 2
energy above the lowest of the compared OMol25 structures with the same formula, charge and spin: 0.7 kcal per mole
HOMO level (alpha / beta): -0.5048 / -0.5011 Ha
expectation value of S²: 0.819
HOMO-LUMO gap (alpha / beta): 0.1588 / 0.1746 hartree
LUMO (alpha / beta): -9.41 / -8.88 eV
DFT total energy: -67961.57739 eV

Geometry (Å):
Re: 0.55192 -0.32123 0.09511
O: 3.15429 -0.97988 -1.70441
Cl: 2.19411 -1.93955 -1.31079
O: 2.43406 -3.21009 -1.77628
O: 2.08755 -1.89867 0.13018
O: 0.89873 -1.44965 -1.79747
C: -0.68361 -5.04111 0.63201
C: -0.84317 -4.04241 -0.52191
C: -2.06372 -3.19303 -0.35102
C: -3.26927 -3.58443 -0.92187
C: -4.43135 -2.87519 -0.67964
C: -4.40905 -1.76387 0.15146
C: -3.23091 -1.33770 0.74897
C: -3.24793 -0.13139 1.64900
C: -3.82481 -0.45195 3.03289
C: -2.04769 -2.05361 0.47390
N: -0.86021 -1.58299 1.05532
C: -0.67811 -1.70048 2.34253
C: 0.26316 -0.84819 2.93071
C: 0.75669 -0.64750 4.22681
C: 1.64269 0.42979 4.14287
C: 1.65012 0.84887 2.82088
N: 0.81352 0.09803 2.07571
H: 0.13000 -5.72693 0.40929
H: -1.59532 -5.61372 0.77414
H: -0.45023 -4.53038 1.56488
H: -0.91207 -4.59526 -1.46047
H: 0.05145 -3.42008 -0.55585
H: -3.29495 -4.46901 -1.54097
H: -5.36098 -3.18694 -1.12652
H: -5.32271 -1.22868 0.35655
H: -3.87242 0.64079 1.19332
H: -2.23872 0.27245 1.76684
H: -4.87318 -0.73072 2.95989
H: -3.74364 0.42510 3.67093
H: -3.28440 -1.26992 3.50229
H: -1.26471 -2.39453 2.93593
H: 0.49887 -1.20792 5.10529
H: 2.20753 0.85958 4.94393
H: 2.21597 1.65709 2.39978
N: -1.60435 -0.01769 -1.83281
C: -2.73745 0.54264 -2.27003
C: -3.00836 1.61515 -1.44398
C: -1.96792 1.63763 -0.51775
N: -1.11961 0.63523 -0.75847
H: -1.10744 -0.81138 -2.22546
H: -3.26633 0.16995 -3.12537
H: -3.84562 2.28186 -1.48714
H: -1.80875 2.31492 0.29926
C: 3.77267 4.00567 -0.47831
N: 2.36596 4.11482 -0.82269
C: 2.20847 4.13193 -2.26474
N: 2.77804 2.92456 -2.83755
C: 4.18681 2.81145 -2.50451
N: 4.33200 2.80012 -1.06093
C: 3.90220 1.59234 -0.44685
P: 2.03971 1.36341 -0.71369
C: 1.55787 3.11145 -0.19067
C: 2.03510 1.74304 -2.56525
H: 3.88647 3.97957 0.60854
H: 4.30578 4.87482 -0.87150
H: 2.72880 5.00154 -2.67276
H: 1.14724 4.19770 -2.51728
H: 4.72676 3.66757 -2.91513
H: 4.59253 1.88924 -2.92676
H: 4.11159 1.62440 0.62512
H: 4.41649 0.73455 -0.89070
H: 1.64397 3.21346 0.89490
H: 0.50861 3.27587 -0.45429
H: 0.99617 1.87744 -2.88505
H: 2.47505 0.89208 -3.09233

Forces on the atoms, in the same order (eV/Å):
0.633 0.463 3.007
0.491 -0.388 -0.187
3.010 0.174 -3.275
0.052 -1.309 -0.122
-1.609 0.856 2.582
-2.066 0.777 0.764
0.081 0.100 -0.228
0.138 -0.203 0.182
0.115 0.387 0.187
0.062 0.131 0.081
-0.016 0.206 0.112
0.105 -0.183 -0.087
0.387 -0.078 -0.271
-0.237 -0.127 0.317
0.150 0.225 -0.154
-1.624 -0.768 -0.438
0.965 0.160 0.048
-0.187 -0.229 -0.007
-0.101 -0.353 1.699
-0.902 -0.751 -1.245
0.275 0.726 -0.976
1.104 0.649 1.216
-0.538 -0.717 -3.132
0.041 -0.088 0.081
-0.074 -0.094 0.025
-0.008 0.020 0.113
0.066 0.106 -0.015
-0.052 -0.104 -0.104
0.021 -0.080 -0.074
-0.126 -0.075 -0.063
-0.154 0.112 0.002
0.111 0.011 0.006
-0.151 0.095 0.001
-0.032 -0.074 0.030
-0.083 0.015 0.126
-0.006 -0.122 0.108
-0.125 0.028 -0.059
-0.037 -0.157 0.120
0.135 0.151 0.184
0.094 0.118 -0.127
-0.223 -0.348 -0.525
0.095 0.243 0.253
0.279 -0.092 0.141
-0.076 0.198 -0.144
0.605 -0.471 -0.121
-0.252 0.103 0.094
-0.021 -0.152 -0.151
-0.115 0.118 -0.049
0.058 0.060 0.169
0.058 -0.050 0.029
-0.355 0.457 0.400
0.083 -0.191 -0.124
0.051 0.482 -1.256
-0.268 -0.009 0.082
0.953 0.095 0.261
-0.006 -0.500 0.398
0.192 1.051 -0.762
-0.348 0.170 0.356
-0.372 -0.524 0.350
0.023 0.032 -0.068
-0.069 -0.091 0.046
-0.058 -0.075 0.054
0.070 0.030 -0.023
-0.043 -0.079 0.038
0.024 0.094 0.009
0.015 -0.102 -0.008
-0.125 0.134 0.164
-0.013 -0.073 -0.027
0.035 -0.053 -0.010
0.041 -0.118 -0.041
-0.151 0.052 0.042

In the Mulliken picture, each atom carries the following charge in e: 0.58, -0.60, 1.52, -0.57, -0.59, -0.67, -1.24, 0.00, 0.08, -0.78, -1.23, -0.61, 0.86, -0.53, -1.42, -0.24, 1.25, -0.08, -0.22, -1.03, -0.88, -0.35, 0.50, 0.43, 0.36, 0.27, 0.72, -0.45, 0.54, 0.47, 0.55, 0.52, -0.04, 0.38, 0.45, 0.28, 0.69, 0.58, 0.51, 0.40, 0.19, -0.57, -0.90, -0.79, 0.42, 0.09, 0.55, 0.52, 0.61, -0.88, 0.19, -0.89, 0.18, -0.85, 0.20, -1.27, 2.47, -1.19, -1.19, 0.39, 0.31, 0.29, 0.38, 0.29, 0.41, 0.31, 0.54, 0.41, 0.50, 0.39, 0.47